{
  "formula": "C22H24F6N5PPt",
  "method": "ωB97M-V/def2-TZVPD",
  "species": ["Pt", "C", "C", "C", "C", "C", "C", "C", "N", "C", "C", "C", "C", "C", "C", "C", "N", "C", "C", "C", "C", "H", "H", "H", "H", "H", "H", "H", "H", "H", "H", "H", "H", "H", "H", "H", "H", "H", "H", "H", "H", "H", "H", "H", "H", "F", "P", "F", "F", "F", "F", "F", "N", "C", "C", "C", "N", "C", "N"],
  "positions_angstrom": [[-0.62, 0.38, 0.17], [-1.20, 7.05, 1.61], [-0.24, 6.18, 2.44], [1.21, 6.69, 2.29], [-0.65, 6.24, 3.91], [-0.29, 4.77, 1.90], [0.03, 4.51, 0.56], [-0.02, 3.23, 0.06], [-0.36, 2.21, 0.85], [-0.70, 2.40, 2.15], [-0.66, 3.66, 2.69], [-1.12, 1.15, 2.83], [-1.51, 0.99, 4.14], [-1.89, -0.27, 4.64], [-1.85, -1.35, 3.75], [-1.46, -1.19, 2.45], [-1.12, 0.05, 2.03], [-2.33, -0.47, 6.07], [-1.34, -1.46, 6.73], [-3.75, -1.08, 6.06], [-2.34, 0.83, 6.87], [-1.16, 8.07, 1.99], [-2.23, 6.69, 1.68], [-0.91, 7.09, 0.56], [1.25, 7.71, 2.68], [1.52, 6.73, 1.25], [1.91, 6.09, 2.86], [-0.60, 7.28, 4.25], [0.03, 5.67, 4.56], [-1.68, 5.91, 4.07], [0.32, 5.31, -0.11], [0.21, 3.01, -0.98], [-0.93, 3.81, 3.72], [-1.52, 1.86, 4.78], [-2.12, -2.35, 4.07], [-1.41, -2.00, 1.73], [-1.34, -2.43, 6.24], [-1.66, -1.62, 7.76], [-0.33, -1.07, 6.74], [-3.78, -2.05, 5.57], [-4.46, -0.41, 5.57], [-4.07, -1.22, 7.09], [-1.34, 1.28, 6.94], [-2.67, 0.63, 7.88], [-3.04, 1.56, 6.45], [-2.38, 0.88, -0.31], [-2.54, -2.09, -2.01], [-1.58, -3.25, -1.93], [-3.61, -2.71, -2.87], [-3.30, -1.79, -0.74], [-0.92, -1.39, -0.79], [-2.10, -0.92, -2.84], [1.29, -0.14, 0.54], [2.39, -0.44, 0.69], [3.75, -0.80, 0.88], [4.64, -0.64, -0.18], [5.34, -0.50, -1.09], [4.10, -1.30, 2.15], [4.37, -1.68, 3.20]],
  "e_tot_ev": -59466.3776,
  "homo_lumo_gap_ev": [6.155, 6.157],
  "s_squared": 0.781,
  "total_charge": 3,
  "lumo_energy_ev": [-12.75, -12.75],
  "multiplicity": 2
}



{
  "formula": "C22H24F6N5PPt",
  "method": "ωB97M-V/def2-TZVPD",
  "species": ["Pt", "C", "C", "C", "C", "C", "C", "C", "N", "C", "C", "C", "C", "C", "C", "C", "N", "C", "C", "C", "C", "H", "H", "H", "H", "H", "H", "H", "H", "H", "H", "H", "H", "H", "H", "H", "H", "H", "H", "H", "H", "H", "H", "H", "H", "F", "P", "F", "F", "F", "F", "F", "N", "C", "C", "C", "N", "C", "N"],
  "positions_angstrom": [[-1.75, -1.60, -1.73], [4.68, -0.18, 0.89], [3.96, -1.51, 1.26], [4.85, -2.72, 1.01], [3.68, -1.40, 2.86], [2.63, -1.58, 0.66], [2.18, -2.74, -0.06], [0.91, -2.74, -0.67], [0.11, -1.71, -0.57], [0.50, -0.56, 0.11], [1.71, -0.49, 0.73], [-0.48, 0.57, 0.06], [-0.25, 1.78, 0.64], [-1.19, 2.85, 0.47], [-2.38, 2.54, -0.28], [-2.54, 1.26, -0.84], [-1.64, 0.32, -0.66], [-0.94, 4.19, 1.00], [-1.00, 3.98, 2.61], [-1.97, 5.24, 0.61], [0.50, 4.67, 0.70], [5.62, -0.15, 1.44], [4.11, 0.71, 1.14], [4.89, -0.18, -0.18], [5.78, -2.59, 1.56], [5.13, -2.80, -0.05], [4.40, -3.65, 1.34], [4.68, -1.35, 3.29], [3.17, -2.30, 3.20], [3.12, -0.51, 3.11], [2.81, -3.61, -0.16], [0.56, -3.60, -1.23], [2.00, 0.41, 1.26], [0.65, 1.97, 1.20], [-3.14, 3.29, -0.44], [-3.41, 1.01, -1.43], [-1.99, 3.63, 2.91], [-0.82, 4.98, 3.00], [-0.23, 3.31, 2.96], [-2.98, 4.97, 0.90], [-1.94, 5.46, -0.46], [-1.73, 6.17, 1.13], [1.28, 3.99, 1.06], [0.65, 5.63, 1.20], [0.62, 4.81, -0.37], [-0.46, -0.58, -3.18], [-1.14, -1.38, -4.64], [-1.86, -2.18, -5.74], [-1.24, 0.02, -5.29], [-2.60, -1.10, -3.82], [-1.07, -2.75, -3.63], [0.32, -1.66, -5.09], [-3.22, -2.85, -0.97], [-4.13, -3.52, -0.79], [-5.27, -4.34, -0.55], [-5.35, -5.60, -1.15], [-5.41, -6.64, -1.65], [-6.28, -3.82, 0.28], [-7.08, -3.36, 0.98]],
  "e_tot_ev": -59462.9451,
  "homo_lumo_gap_ev": [6.726, 4.908],
  "s_squared": 8.840,
  "total_charge": 3,
  "lumo_energy_ev": [-11.04, -14.54],
  "multiplicity": 6
}